Formula: C13H21BMgN6O
Source: the OMol25 dataset
Level of theory: wB97M-V/def2-TZVPD

Positions of all 43 atoms, in Å:
C -2.15675 -0.59582 -1.51557
N -1.40717 0.26015 -0.79689
N -0.74272 1.08662 -1.68615
C -1.20489 0.86059 -2.93624
C -2.09179 -0.21526 -2.87251
B 0.35519 2.11524 -1.28432
N -0.12488 2.56514 0.11334
N -0.61264 1.75149 1.12483
C -0.92735 2.56914 2.15308
C -0.78859 3.90871 1.73982
C -0.28519 3.86293 0.44523
Mg -1.63624 -0.31241 1.45175
N 1.88941 1.66269 -1.39586
N 2.46055 0.82726 -0.44148
C 3.68212 0.49740 -0.85863
C 3.98342 1.20579 -2.03514
C 2.83063 1.94952 -2.33580
H 4.29346 -0.23944 -0.33810
H 2.64264 2.68174 -3.12220
H 4.90539 1.16560 -2.58168
H 0.30954 3.04101 -2.06523
H 0.03533 4.63084 -0.24930
H -0.83982 1.46693 -3.76211
H -1.00496 4.78671 2.30706
H -2.61286 -0.70014 -3.67470
H -1.21045 2.16699 3.11883
H -2.60902 -1.47198 -1.05770
H -0.54150 -0.47921 3.02394
C -1.54607 -0.53164 3.51215
H -1.45766 0.26706 4.25908
H -2.46084 -0.38484 2.85633
H -1.55952 -1.54191 3.93969
C 0.20053 -3.51788 -0.78760
C -0.53808 -3.19822 0.52630
C 0.32837 -3.77901 1.63442
O -0.91532 -1.88920 0.78724
H 1.29032 -3.36659 -0.72702
H -0.14802 -2.93226 -1.63228
H 0.02692 -4.58654 -1.01293
H -1.44278 -3.84612 0.45424
H 1.38886 -3.55645 1.45203
H 0.05580 -3.31900 2.57849
H 0.18660 -4.86562 1.69157

Force components x, y, z for each atom (eV/Å):
C 0.8 1.3 -1.5
N 0.5 -1.4 -0.1
N -0.5 -0.7 0.4
C -0.2 -1.0 0.6
C 0.0 -0.3 0.1
B -1.3 0.5 0.0
N -0.3 -0.4 0.4
N 0.9 0.2 1.4
C 0.3 0.8 -1.8
C 0.2 -0.1 0.0
C 0.1 -0.7 1.1
Mg 2.1 2.9 -5.1
N 1.4 0.3 -1.2
N 0.6 -0.9 -0.2
C -0.6 0.1 0.1
C 1.2 -1.2 0.7
C -3.5 0.9 1.2
H -0.2 0.5 0.0
H 0.0 -0.4 0.2
H 0.2 0.1 -0.2
H 0.0 -0.2 0.2
H -0.2 -0.1 0.3
H -0.2 -0.3 0.2
H 0.0 0.3 0.2
H 0.0 0.1 -0.2
H -0.1 0.2 -0.2
H -0.3 0.5 -0.1
H -0.5 0.0 0.1
C 0.8 -0.2 0.9
H -0.7 -0.4 -0.1
H -0.2 -0.1 2.6
H -0.4 0.4 0.1
C 0.8 0.1 -1.1
C -1.4 -1.3 0.0
C 0.9 0.6 0.6
O 1.0 -1.7 -0.4
H -0.4 0.1 0.2
H -0.4 0.1 0.0
H 0.0 0.6 0.3
H 0.1 0.8 0.0
H -0.3 -0.1 0.1
H -0.1 -0.2 0.3
H 0.0 0.3 -0.1

The value obtained for the energy relative to the best compared isomer or geometry (same formula, charge and spin) is 70.2 kcal/mol. Its max |F| is 6.2 eV/A. The total charge is +2. The value obtained for the HOMO energy (alpha / beta) is -14.81 / -14.79 eV. Its spin multiplicity is 1. The LUMO energy (alpha / beta) is -0.361 / -0.367 Eh. The calculation puts the total energy at -30912.864 eV.

Atomic partial charges in e from the Löwdin method, atoms 1 to 2:
1. C -0.1272
2. N -0.0124